# 1
This record from the Open Molecules 2025 dataset describes a structure of composition C49H45BaN14O3. The level of theory is wB97M-V/def2-TZVPD.

Geometry (Å):
Ba1 1.215 -1.471 0.758
C1 4.068 -5.229 1.006
C2 3.245 -4.171 1.366
N1 3.253 -3.033 0.684
C3 4.093 -2.912 -0.349
C4 4.848 -4.006 -0.747
N2 4.837 -5.160 -0.076
C5 4.160 -1.572 -1.020
C6 5.248 -1.211 -1.794
C7 5.299 0.050 -2.379
C8 4.249 0.913 -2.093
C9 3.201 0.497 -1.291
N3 3.143 -0.737 -0.787
C10 2.113 1.444 -0.880
C11 1.861 2.645 -1.530
N4 1.017 3.558 -1.043
C12 0.403 3.270 0.100
C13 0.548 2.021 0.691
N5 1.395 1.117 0.200
C14 6.427 0.456 -3.275
C15 6.504 1.735 -3.811
C16 7.530 2.050 -4.689
N6 8.478 1.185 -5.057
C17 8.416 -0.036 -4.524
C18 7.423 -0.439 -3.643
H1 4.097 -6.149 1.575
H2 2.575 -4.224 2.223
H3 5.465 -3.980 -1.639
H4 6.068 -1.905 -1.909
H5 4.259 1.927 -2.465
H6 2.327 2.887 -2.480
H7 -0.231 4.036 0.536
H8 -0.019 1.746 1.579
H9 5.785 2.507 -3.564
H10 7.591 3.043 -5.123
H11 9.195 -0.731 -4.821
H12 7.451 -1.454 -3.269
C19 -1.820 6.276 1.394
O1 -0.670 5.653 1.957
C20 -0.834 4.994 3.133
C21 0.305 4.392 3.662
C22 0.223 3.635 4.814
C23 -0.996 3.493 5.488
C24 -2.097 4.172 5.008
C25 -2.036 4.896 3.816
N7 -1.120 2.789 6.757
N8 -0.492 1.717 6.961
C26 0.053 0.943 5.867
C27 1.326 0.470 6.009
C28 1.982 -0.247 4.991
C29 1.344 -0.580 3.815
O2 1.905 -1.244 2.833
C30 -0.040 -0.170 3.691
N9 -0.695 -0.542 2.543
C31 -1.961 -0.223 2.397
C32 -2.701 0.444 3.384
C33 -2.069 0.821 4.532
C34 -0.684 0.570 4.709
H13 -1.497 6.717 0.459
H14 -2.207 7.058 2.047
H15 -2.607 5.547 1.194
H16 1.255 4.539 3.154
H17 1.116 3.178 5.221
H18 -3.033 4.106 5.557
H19 -2.927 5.386 3.446
H20 1.862 0.737 6.915
H21 3.020 -0.544 5.105
H22 -2.436 -0.525 1.462
H23 -3.757 0.637 3.237
H24 -2.635 1.287 5.319
N10 1.036 -3.281 -1.387
C35 0.482 -4.625 -1.105
C36 -0.806 -4.472 -0.309
N11 -0.525 -3.819 0.994
H25 0.357 -2.759 -1.933
H26 1.874 -3.363 -1.952
H27 1.211 -5.186 -0.515
H28 0.275 -5.200 -2.008
H29 -1.275 -5.448 -0.199
H30 -1.488 -3.830 -0.871
H31 -0.025 -4.477 1.580
H32 -1.396 -3.616 1.473
C37 -6.672 -4.105 -1.566
C38 -6.346 -2.658 -1.858
C39 -6.859 -2.011 -2.977
C40 -6.559 -0.681 -3.243
C41 -5.739 0.043 -2.389
N12 -5.532 1.422 -2.695
C42 -4.630 2.328 -2.183
O3 -4.869 3.515 -2.108
N13 -3.404 1.821 -1.746
C43 -2.598 0.834 -2.351
C44 -2.824 0.275 -3.603
C45 -1.903 -0.631 -4.103
C46 -0.804 -0.982 -3.338
N14 -0.595 -0.482 -2.115
C47 -1.474 0.410 -1.654
C48 -5.223 -0.588 -1.259
C49 -5.526 -1.919 -1.009
H33 -7.461 -4.469 -2.224
H34 -7.004 -4.232 -0.533
H35 -5.795 -4.741 -1.711
H36 -7.519 -2.549 -3.650
H37 -6.981 -0.196 -4.120
H38 -6.306 1.881 -3.142
H39 -2.913 2.498 -1.188
H40 -3.686 0.564 -4.189
H41 -2.034 -1.051 -5.093
H42 -0.057 -1.672 -3.726
H43 -1.276 0.827 -0.666
H44 -4.614 -0.035 -0.556
H45 -5.135 -2.386 -0.108

- charge = +1
- energy above the lowest of the compared OMol25 structures with the same formula, charge and spin (eV) = 1.398

=====

# 2
This record from the Open Molecules 2025 dataset describes a structure of composition C49H47Cl3GaN4O7S. The level of theory is wB97M-V/def2-TZVPD.

Geometry (Å):
Ga1 0.372 -0.809 -0.080
O1 -0.095 0.562 1.125
C1 -0.086 0.774 2.484
C2 0.433 -0.459 3.293
C3 1.843 -0.728 2.932
C4 2.894 -0.370 3.775
C5 4.193 -0.646 3.388
C6 4.400 -1.272 2.173
C7 3.298 -1.585 1.378
C8 3.469 -2.204 0.043
C9 3.220 -1.165 -1.095
O2 2.002 -0.535 -0.905
C10 4.238 -0.013 -1.120
C11 4.188 0.961 -0.124
C12 4.951 2.110 -0.212
C13 5.764 2.326 -1.311
C14 5.817 1.373 -2.311
C15 5.072 0.210 -2.210
C16 3.287 -1.946 -2.419
C17 4.264 -2.909 -2.668
C18 4.259 -3.642 -3.843
C19 3.299 -3.409 -4.812
C20 2.364 -2.413 -4.604
C21 2.364 -1.692 -3.422
N1 2.052 -1.316 1.758
C22 0.800 1.973 2.830
C23 0.902 2.434 4.138
C24 1.671 3.544 4.434
C25 2.344 4.216 3.426
C26 2.254 3.758 2.123
C27 1.489 2.643 1.829
C28 -1.525 1.071 2.943
C29 -1.981 2.382 3.039
C30 -3.268 2.664 3.464
C31 -4.135 1.638 3.796
C32 -3.707 0.328 3.658
C33 -2.420 0.044 3.231
H1 -0.172 -1.314 2.998
H2 0.324 -0.271 4.361
H3 2.686 0.121 4.714
H4 5.026 -0.382 4.024
H5 5.397 -1.508 1.829
H6 2.688 -2.951 -0.107
H7 4.456 -2.656 -0.040
H8 3.510 0.843 0.705
H9 4.887 2.856 0.567
H10 6.342 3.235 -1.396
H11 6.421 1.544 -3.192
H12 5.117 -0.513 -3.011
H13 5.049 -3.100 -1.949
H14 5.006 -4.410 -3.989
H15 3.278 -4.002 -5.715
H16 1.611 -2.207 -5.350
H17 1.615 -0.940 -3.257
H18 0.353 1.942 4.929
H19 1.736 3.896 5.453
H20 2.923 5.099 3.657
H21 2.773 4.280 1.330
H22 1.396 2.277 0.816
H23 -1.316 3.198 2.791
H24 -3.590 3.693 3.540
H25 -5.132 1.857 4.150
H26 -4.378 -0.488 3.882
H27 -2.136 -0.992 3.126
C34 -6.829 -1.112 -1.262
C35 -5.582 -1.632 -0.608
C36 -4.424 -1.811 -1.354
C37 -3.269 -2.261 -0.743
C38 -3.275 -2.560 0.602
C39 -4.425 -2.429 1.350
C40 -5.575 -1.947 0.747
S1 -1.727 -3.090 1.328
O3 -1.439 -4.399 0.812
O4 -1.885 -3.021 2.770
O5 -0.774 -2.026 0.883
H28 -6.589 -0.583 -2.181
H29 -7.361 -0.435 -0.596
H30 -7.486 -1.944 -1.515
H31 -4.416 -1.564 -2.407
H32 -2.353 -2.358 -1.298
H33 -4.403 -2.692 2.396
H34 -6.475 -1.801 1.330
Cl1 -1.546 -5.006 -2.114
C41 -0.245 -4.133 -2.967
Cl2 1.306 -4.710 -2.376
Cl3 -0.377 -4.451 -4.686
C42 -0.417 -2.582 -2.628
O6 -1.004 -1.899 -3.440
O7 0.060 -2.319 -1.512
C43 -3.754 2.667 -0.206
C44 -3.743 1.187 0.142
N2 -2.524 0.582 -0.337
C45 -1.706 1.128 -1.261
N3 -0.532 0.597 -1.445
C46 0.282 1.128 -2.518
C47 0.089 2.630 -2.652
C48 -1.375 2.852 -2.981
N4 -2.184 2.187 -1.986
C49 -3.481 2.753 -1.700
H35 -2.964 3.183 0.343
H36 -4.714 3.119 0.040
H37 -4.604 0.702 -0.338
H38 -3.828 1.033 1.217
H39 -2.027 -0.053 0.274
H40 0.008 0.627 -3.454
H41 1.314 0.896 -2.273
H42 0.727 3.044 -3.432
H43 0.335 3.107 -1.702
H44 -1.593 2.451 -3.981
H45 -1.626 3.921 -2.979
H46 -4.268 2.220 -2.252
H47 -3.480 3.795 -2.037

- charge = -1
- energy above the lowest of the compared OMol25 structures with the same formula, charge and spin (eV) = 0.594

=====

# 3
This record from the Open Molecules 2025 dataset describes a cluster of 7 separate species, C49H47F9I2N2S2 in total. The level of theory is wB97M-V/def2-TZVPD.

Geometry (Å):
C1 5.169 0.311 0.016
C2 4.712 1.161 -1.309
I1 5.900 0.601 -3.114
C3 4.681 2.805 -1.080
I2 6.667 3.636 -0.540
C4 3.462 3.323 -0.115
C5 1.966 3.638 -0.795
C6 1.664 3.390 -2.421
C7 0.121 2.953 -2.742
C8 -0.107 1.298 -2.838
F1 -1.345 1.156 -3.681
F2 1.008 0.772 -3.657
C9 -0.233 0.696 -1.332
F3 1.179 0.573 -0.805
F4 -0.931 1.594 -0.351
S1 -1.001 -0.991 -1.156
F5 -0.590 -1.507 -2.732
F6 -2.576 -0.476 -1.585
F7 -1.345 -0.600 0.513
F8 0.526 -1.616 -0.584
F9 -1.656 -2.559 -0.879
C10 0.759 4.215 0.209
C11 0.986 4.435 1.852
C12 2.409 4.093 2.591
N1 2.778 4.196 4.056
S2 4.463 3.664 4.117
N2 4.758 3.328 2.403
C13 3.559 3.571 1.514
H1 4.968 0.865 1.028
H2 6.281 -0.020 -0.151
H3 4.521 -0.688 0.028
H4 3.592 0.874 -1.608
H5 4.460 3.258 -2.162
H6 1.807 4.472 -2.907
H7 2.490 2.718 -2.917
H8 -0.108 3.337 -3.849
H9 -0.694 3.479 -2.066
H10 -0.323 4.500 -0.177
H11 0.085 4.817 2.509
C14 5.517 8.101 -2.016
C15 4.841 6.986 -1.523
C16 3.448 6.937 -1.572
C17 2.731 8.006 -2.109
C18 3.407 9.125 -2.593
C19 4.800 9.173 -2.548
H12 6.603 8.137 -1.984
H13 5.399 6.154 -1.102
H14 2.921 6.066 -1.191
H15 1.645 7.967 -2.149
H16 2.848 9.961 -3.007
H17 5.327 10.045 -2.928
C20 10.324 2.794 -1.389
C21 10.783 1.573 -1.881
C22 12.080 1.148 -1.596
C23 12.922 1.948 -0.822
C24 12.466 3.174 -0.338
C25 11.167 3.597 -0.620
H18 9.311 3.122 -1.605
H19 10.128 0.950 -2.486
H20 12.436 0.194 -1.976
H21 13.932 1.616 -0.597
H22 13.123 3.800 0.260
H23 10.812 4.551 -0.240
C26 -5.255 -5.077 3.071
C27 -5.430 -5.772 1.874
C28 -4.749 -5.369 0.726
C29 -3.894 -4.267 0.773
C30 -3.725 -3.566 1.967
C31 -4.404 -3.971 3.116
H24 -5.780 -5.395 3.967
H25 -6.098 -6.629 1.837
H26 -4.883 -5.913 -0.205
H27 -3.361 -3.955 -0.121
H28 -3.064 -2.704 2.002
H29 -4.271 -3.427 4.047
C32 -4.328 1.014 6.325
C33 -5.552 0.617 6.862
C34 -6.320 -0.349 6.212
C35 -5.866 -0.914 5.020
C36 -4.646 -0.510 4.478
C37 -3.876 0.452 5.131
H30 -3.727 1.761 6.836
H31 -5.908 1.059 7.790
H32 -7.273 -0.660 6.632
H33 -6.462 -1.668 4.514
H34 -4.294 -0.946 3.546
H35 -2.925 0.765 4.709
C38 -2.256 -7.600 -3.041
C39 -2.340 -8.768 -3.799
C40 -3.060 -9.861 -3.319
C41 -3.694 -9.789 -2.078
C42 -3.602 -8.624 -1.316
C43 -2.885 -7.529 -1.797
H36 -1.700 -6.746 -3.417
H37 -1.844 -8.825 -4.764
H38 -3.128 -10.770 -3.912
H39 -4.257 -10.639 -1.706
H40 -4.091 -8.570 -0.346
H41 -2.815 -6.621 -1.204
C44 -10.194 -3.168 -0.665
C45 -8.881 -3.524 -0.971
C46 -7.961 -3.747 0.053
C47 -8.353 -3.610 1.385
C48 -9.663 -3.244 1.691
C49 -10.584 -3.025 0.667
H42 -10.912 -3.000 -1.463
H43 -8.574 -3.628 -2.009
H44 -6.938 -4.028 -0.186
H45 -7.637 -3.786 2.183
H46 -9.968 -3.131 2.729
H47 -11.606 -2.742 0.906

- structure (SMILES) = C[C@H](I)[C@H](I)c1c(CCC(F)(F)C(F)(F)S(F)(F)(F)(F)F)ccc2nsnc12.c1ccccc1.c1ccccc1.c1ccccc1.c1ccccc1.c1ccccc1.c1ccccc1

=====

HOMO energy for every record listed, in sequence, given in eV: -9.1; -5.9; -8.7.